The following is a quantum chemistry calculation of 3 unconnected molecules or ions with the total composition C19H39INO10P at a distorted geometry, from OMol25.

Atoms and positions in Å:
I -3.22 1.61 -1.32
P 0.34 3.06 0.13
O 1.47 0.63 -2.65
O 7.27 0.10 1.05
O -9.30 0.63 -0.49
O 2.92 -1.32 1.37
O 2.42 1.88 -1.11
O 6.06 -0.87 -1.46
O 3.04 2.15 -3.27
O 2.20 -1.12 3.48
O 1.52 3.48 1.20
O -6.63 -0.57 -0.09
N 0.78 4.03 -1.19
C 7.28 -1.25 0.61
C 6.15 0.43 -2.00
C 2.15 -1.71 2.43
C 1.29 -2.94 2.23
C 2.19 -0.74 0.27
C 0.40 0.87 -1.71
C -0.03 -2.84 3.01
C 5.98 0.53 1.44
C -1.29 -0.63 -0.38
C -8.25 1.21 0.27
C 1.60 0.60 0.68
C 1.14 1.47 -0.48
C -6.89 0.82 -0.27
C 7.29 -1.34 -0.90
C -9.90 -0.49 0.13
C -2.16 0.51 0.15
C -0.46 -0.38 -1.64
C 2.37 1.63 -2.43
C -6.79 -1.32 -1.28
H 7.40 -2.39 -1.20
H -0.03 4.59 -1.42
H -1.59 1.19 0.78
H -1.97 -1.46 -0.61
H -0.56 -1.92 2.78
H 6.43 -1.80 1.01
H -6.72 -2.37 -1.01
H 6.02 1.60 1.61
H -8.36 2.30 0.20
H 5.24 0.32 0.65
H 6.57 1.14 -1.29
H -7.76 -1.14 -1.75
H -9.15 -1.23 0.43
H -6.12 1.37 0.28
H 6.75 0.44 -2.91
H 8.20 -1.71 1.00
H -6.00 -1.08 -2.00
H 1.56 4.64 -0.96
H 1.87 -3.78 2.62
H 1.43 -1.46 -0.05
H 1.24 3.21 2.08
H -0.66 -0.98 0.45
H 8.13 -0.78 -1.31
H 0.16 -2.86 4.08
H 5.13 0.75 -2.25
H -2.94 0.08 0.78
H -0.19 1.69 -2.15
H 5.66 0.03 2.36
H -8.33 0.92 1.32
H 2.39 1.16 1.18
H -10.57 -0.94 -0.59
H 0.20 -1.23 -1.83
H 0.79 0.48 1.40
H -6.81 1.09 -1.32
H -1.16 -0.35 -2.49
H -0.67 -3.69 2.75
H -10.48 -0.19 1.01
H 1.11 -3.12 1.17
H 2.91 -0.64 -0.54

Results
energy relative to the best compared isomer or geometry (same formula, charge and spin) = 5.7 kcal per mole
total charge = 0
spin multiplicity = 1
SMILES string = CCC(=O)OCC[C@@]1(P(N)O)OC(=O)O[C@H]1CCCI.COCCOC.COCCOC
HOMO level = -9.0 eV
frontier orbital gap = 9.2 eV
electronic energy = -59688.651 eV